Entry 1:
Molecular formula: C4H8N2O2
Method: DFT, ωB97M-V/def2-TZVPD

## Properties
Highest occupied orbital energy ... -8.75 eV
Energy above the lowest of the compared OMol25 structures with the same formula, charge and spin ... 133.0 kcal per mole
HOMO-LUMO gap ... 0.328 hartree
SMILES ... N/C=C(\CN)C(=O)O
Electronic energy ... -11348.3460 eV

Element x y z (Å)
O  -2.6620  0.0458  0.2136
O  -1.7195  -1.9705  -0.3055
N  -0.2904  2.1744  -0.4646
N  2.3197  -0.7459  -0.0235
C  0.9492  -1.0130  -0.1130
C  -0.1521  -0.0918  -0.0420
C  -0.1821  1.2593  0.3836
C  -1.5803  -0.5968  -0.0276
H  -0.9233  -2.6469  -0.1337
H  3.0191  -1.4923  0.4718
H  0.5689  -2.0754  -0.1925
H  -1.3499  2.3400  -0.6797
H  2.2815  0.4627  -0.0017
H  0.6503  1.1870  1.1474
H  0.2747  1.9347  -1.2624
H  -1.2038  1.2288  1.0300

Forces on atoms 1 to 3 (eV/Å):
O 4.9 -2.5 -1.2
O 1.1 -1.1 0.7
N -2.8 8.1 -6.9

=====

Entry 2:
Molecular formula: C10H18N
Method: DFT, ωB97M-V/def2-TZVPD

## Properties
Spin multiplicity ... 2
⟨S²⟩ ... 0.752
Highest occupied orbital energy (spin up / spin down) ... -3.41 / -8.86 eV
HOMO-LUMO gap (spin up / spin down) ... 0.149 / 0.348 hartree
Electronic energy ... -12146.1806 eV

Element x y z (Å)
N  -2.0582  1.0790  0.8209
C  -0.3346  -0.5660  -1.4624
C  1.9799  0.8170  -2.0551
C  0.9029  -1.0481  -1.0110
C  -0.5209  0.7037  -2.0794
C  -1.5366  1.5588  2.1581
C  0.7082  1.3615  -2.3788
C  2.0902  -0.4154  -1.4902
C  -0.0142  1.6900  2.1016
C  0.1043  -2.8611  0.7107
C  1.1232  -2.3388  -0.3232
H  -1.3163  -0.9768  -1.2122
H  2.1356  -2.4264  0.0811
H  -1.3107  1.2887  -0.1250
H  0.6909  0.7844  2.1120
H  1.1588  -3.2611  -0.9446
H  -0.7333  -3.5401  0.3449
H  -1.4700  1.2200  -2.0866
H  2.8870  -1.0266  -1.6478
H  0.6837  2.2529  -3.0186
H  0.2403  2.3106  3.0664
H  -1.7518  0.7908  2.8820
H  2.9014  1.2722  -2.2862
H  0.6740  -3.1824  1.6148
H  -0.4668  -1.9849  1.2976
H  -1.9521  2.5576  2.2128
H  -3.0881  1.3445  0.5476
H  -2.0723  0.0937  0.7737
H  0.3455  2.5026  1.3967

Forces on atoms 1 to 3 (eV/Å):
N 1.2 1.3 -2.4
C -1.0 1.2 1.1
C -1.6 0.1 -0.6

=====

Entry 3:
Molecular formula: C14H17N3O5
Method: DFT, ωB97M-V/def2-TZVPD

## Properties
Highest occupied orbital energy ... -8.40 eV
Energy above the lowest of the compared OMol25 structures with the same formula, charge and spin ... 28.4 kcal per mole
HOMO-LUMO gap ... 0.338 hartree
SMILES ... CCOC(=O)NN[C@@H]1CC(=O)N(c2ccc(OC)cc2)C1=O
Electronic energy ... -29502.0751 eV

Element x y z (Å)
O  1.2578  1.2664  2.8775
O  -1.3378  -0.2543  1.7255
O  -0.8597  1.8342  -4.1960
O  -0.2419  -3.6585  -1.0966
O  1.5871  -0.2062  1.1807
N  1.0531  -0.9259  3.2508
N  0.8482  -2.2338  2.7924
N  -0.7825  -1.7417  0.0531
C  -0.4912  -3.6848  1.3302
C  1.5287  2.3592  1.9959
C  -0.9564  -1.3361  1.3577
C  1.3026  0.0531  2.3274
C  -1.9411  0.9602  -2.1914
C  -0.8437  -0.8384  -1.0418
C  -0.9222  0.9823  -3.1376
C  0.1354  0.0769  -3.0220
C  -1.9010  0.0490  -1.1498
C  0.1803  -0.8230  -1.9815
C  -0.5096  -2.4839  2.2610
C  -0.4599  -3.0835  -0.0668
C  3.0217  2.5579  1.7819
C  -1.8881  2.7800  -4.3626
H  1.0287  2.1703  1.0403
H  3.1854  3.4343  1.1615
H  -1.9509  3.4608  -3.5076
H  3.4420  1.6890  1.2819
H  1.0790  3.2248  2.4858
H  0.3664  -4.3363  1.4931
H  0.6197  -0.6865  4.1296
H  -1.3946  -4.2891  1.4255
H  -1.1777  -2.5849  3.1220
H  -2.6910  0.0415  -0.4158
H  0.9190  0.1079  -3.7618
H  -2.7726  1.6443  -2.2496
H  -1.6249  3.3465  -5.2544
H  1.5205  -2.3554  2.0313
H  -2.8585  2.2968  -4.5154
H  1.0054  -1.5097  -1.8900
H  3.5244  2.6968  2.7361

Forces on atoms 1 to 3 (eV/Å):
O 0.0 -0.2 0.3
O -0.2 0.0 0.0
O 0.2 -0.2 0.1

=====

Number 1: M 116.1 g/mol. Number 2: M 152.3 g/mol. Number 3: M 307.3 g/mol.